Formula: C4H7NOS
Source: the OMol25 dataset
Level of theory: ωB97M-V/def2-TZVPD

Computed properties:
charge: 0
HOMO energy: -9.23 eV
energy above the lowest of the compared OMol25 structures with the same formula, charge and spin: 204.5 kJ/mol
SMILES: N/C=C(\C=O)CS

Bonds (Å) are listed after each position.
Positions of all 14 atoms, in Å:
1 S -2.37 0.61 -1.00  C7 1.915, H12 1.408
2 O 1.79 -0.94 -1.67  C5 1.227
3 N 0.88 0.36 2.19  C6 1.407, H9 1.057, H11 0.964
4 C 0.24 -0.11 -0.14  C5 1.466, C6 1.389, C7 1.508
5 C 1.58 -0.57 -0.52  O2 1.227, C4 1.466, H10 1.079
6 C -0.07 0.32 1.15  N3 1.407, C4 1.389, H13 1.133
7 C -0.70 -0.28 -1.30  S1 1.915, C4 1.508, H8 1.139, H14 1.100
8 H -0.97 -1.36 -1.53  C7 1.139
9 H 0.27 -0.03 2.96  N3 1.057
10 H 2.34 -0.73 0.23  C5 1.079
11 H 0.97 1.25 2.52  N3 0.964
12 H -2.67 0.73 -2.37  S1 1.408
13 H -1.11 0.48 1.56  C6 1.133
14 H -0.18 0.28 -2.08  C7 1.100